[1]
Below is a structure of composition C36H47AsBrHgN7O7, with properties calculated with the ωB97M-V functional and the def2-TZVPD basis.

XYZ file:
```
100
Properties=species:S:1:pos:R:3:forces:R:3
Hg 0.723 0.217 1.344 -0.1 0.0 0.2
C 0.319 3.080 4.381 -0.1 0.0 -0.2
O -0.014 2.923 3.005 0.0 0.0 0.1
C -1.009 3.701 2.514 0.1 0.0 0.1
C -1.651 4.702 3.213 0.0 0.0 0.0
C -2.659 5.434 2.584 0.0 0.1 0.1
Br -3.510 6.823 3.549 0.0 0.0 0.0
C -3.033 5.178 1.293 -0.1 0.0 -0.1
C -2.379 4.165 0.577 -0.1 0.1 -0.1
C -1.357 3.442 1.178 0.2 -0.1 -0.1
O -0.658 2.498 0.527 0.1 0.1 0.6
C -2.707 3.860 -0.815 0.0 0.0 -0.1
N -2.013 3.020 -1.548 -0.1 0.1 -0.2
C -2.604 3.022 -2.803 0.1 0.0 0.0
C -2.242 2.347 -3.968 0.1 0.2 0.0
C -3.020 2.550 -5.093 0.0 0.2 0.0
C -4.132 3.408 -5.069 0.1 0.0 0.0
C -4.487 4.099 -3.925 -0.1 0.0 0.0
C -3.698 3.891 -2.799 0.0 0.0 0.0
N -3.739 4.410 -1.516 -0.1 0.0 -0.1
H 0.841 4.025 4.547 0.0 0.0 0.0
H 0.960 2.242 4.627 0.1 -0.1 0.0
H -0.573 3.037 5.008 0.0 0.0 0.0
H -1.378 4.942 4.230 0.0 0.0 0.0
H -3.814 5.770 0.837 0.0 0.0 0.0
H -0.978 2.466 -0.413 0.0 -0.2 -0.3
H -1.361 1.713 -3.984 -0.1 0.1 0.0
H -2.767 2.051 -6.021 0.0 0.3 0.2
H -4.712 3.542 -5.974 0.0 0.0 0.0
H -5.333 4.776 -3.917 0.0 0.0 0.0
H -4.407 5.073 -1.170 0.0 0.0 0.1
O 5.457 0.972 1.640 0.1 -0.3 0.1
C 6.358 -0.124 1.743 -0.1 0.1 0.1
N 6.600 -0.588 3.082 -0.2 0.1 0.1
C 5.860 -1.490 3.801 0.1 0.0 0.0
O 6.163 -1.815 4.929 0.0 0.0 -0.1
C 4.647 -2.083 3.139 0.0 0.1 0.0
C 4.517 -3.459 3.032 0.0 -0.1 0.0
C 3.347 -3.984 2.508 0.0 -0.1 0.0
C 2.339 -3.112 2.127 0.0 0.2 0.0
N 2.442 -1.790 2.263 0.1 0.0 0.0
C 3.578 -1.287 2.749 -0.2 -0.1 -0.1
H 5.848 1.751 2.048 0.0 0.0 0.0
H 7.320 0.131 1.304 0.1 0.0 -0.1
H 5.904 -0.924 1.168 0.0 -0.1 -0.1
H 7.351 -0.166 3.607 0.0 -0.1 0.0
H 5.323 -4.107 3.351 0.0 0.0 0.0
H 3.214 -5.053 2.406 0.0 0.1 0.0
H 1.416 -3.478 1.688 0.1 0.0 0.0
H 3.631 -0.207 2.839 0.0 0.0 0.0
C -1.372 -1.004 6.207 0.1 -0.1 0.0
As -0.142 -1.462 4.801 -0.2 0.2 0.1
C -0.903 -3.035 4.002 0.1 0.0 0.0
C 1.540 -1.874 5.631 0.0 -0.1 0.0
O -0.038 -0.178 3.754 0.1 0.0 -0.3
H -1.594 -1.865 6.836 0.0 0.0 0.0
H -2.279 -0.651 5.725 -0.1 0.0 0.0
H -0.952 -0.203 6.809 0.0 0.0 0.0
H -1.109 -3.783 4.767 0.0 0.0 0.0
H -0.238 -3.448 3.248 0.0 0.0 0.0
H -1.834 -2.724 3.534 -0.1 0.0 0.0
H 1.421 -2.636 6.401 0.0 0.0 0.0
H 1.908 -0.953 6.077 0.0 0.0 0.0
H 2.248 -2.213 4.881 0.0 0.0 0.0
C -2.853 -0.695 -5.961 0.0 -0.1 0.0
C -3.269 -0.718 -4.490 0.2 -0.2 0.0
N -3.020 -1.993 -3.817 -0.1 -0.1 0.0
C -3.985 -3.083 -4.006 0.2 0.0 -0.1
C -3.544 -4.101 -5.053 0.0 0.0 0.0
C -1.953 -2.251 -3.021 -0.1 -0.1 0.0
O -1.788 -3.325 -2.459 0.0 0.1 0.0
C -0.943 -1.152 -2.805 -0.1 0.0 -0.1
C 0.032 -0.838 -3.737 0.0 0.0 -0.1
C 0.955 0.155 -3.443 0.1 0.0 0.0
C 0.892 0.775 -2.207 -0.1 0.0 0.1
N -0.025 0.457 -1.293 0.0 -0.3 0.0
C -0.920 -0.484 -1.590 0.1 0.2 0.0
H -2.786 0.336 -6.313 -0.1 -0.4 0.0
H -3.573 -1.221 -6.590 0.1 0.0 0.0
H -1.879 -1.168 -6.096 0.0 0.0 0.0
H -4.336 -0.509 -4.412 0.0 0.1 0.1
H -2.756 0.071 -3.947 -0.1 -0.2 0.0
H -4.938 -2.631 -4.282 0.0 0.0 0.0
H -4.104 -3.585 -3.048 -0.1 0.0 0.0
H -3.421 -3.638 -6.034 0.0 0.0 0.0
H -4.290 -4.894 -5.136 0.1 0.0 0.0
H -2.597 -4.553 -4.754 0.0 0.0 0.0
H 0.074 -1.365 -4.684 0.0 0.0 0.0
H 1.714 0.438 -4.163 0.0 0.0 0.0
H 1.588 1.562 -1.934 0.0 -0.1 0.0
H -1.660 -0.712 -0.828 0.0 0.0 0.0
C 4.048 -0.798 -1.208 0.0 0.0 0.0
C 3.074 -1.927 -0.968 -0.1 -0.1 0.0
N 3.560 -3.182 -1.150 -0.1 0.1 0.0
O 1.919 -1.733 -0.623 0.2 0.0 -0.1
H 5.073 -1.145 -1.344 0.0 0.0 0.0
H 4.002 -0.099 -0.371 0.0 0.0 0.0
H 3.739 -0.260 -2.106 0.0 0.0 0.0
H 4.474 -3.348 -1.528 0.0 0.0 0.0
H 2.917 -3.954 -1.095 0.0 0.0 0.0
```
Forces are in eV/Å.

Computed properties:
2S+1 = 2
Orbital gap (spin up / spin down) = 7.957 / 6.310 eV
Strongest force on any atom = 0.7 eV/Å
Total charge = +1
Relative energy (zero: lowest compared OMol25 entry of this formula, charge and spin) = 87.0 kJ/mol
LUMO level (spin up / spin down) = -1.75 / -3.59 eV
⟨S²⟩ = 0.75

[2]
Below is a cluster of 14 separate species, H27O14 in total, with properties calculated with the ωB97M-V functional and the def2-TZVPD basis.

XYZ file:
```
41
Properties=species:S:1:pos:R:3:forces:R:3
O -1.682 -0.030 0.815 0.5 0.4 -1.0
H -0.952 0.156 0.206 0.4 -0.3 0.4
O 1.925 -2.695 -0.488 -0.4 0.4 0.0
H -1.181 -2.018 1.064 0.5 0.3 -0.5
H -3.527 3.022 -0.966 0.0 0.3 0.1
O 3.780 -0.510 3.056 0.2 -0.1 -0.3
H -2.274 2.216 -1.176 -0.3 0.2 0.2
H 2.570 -4.111 1.010 0.0 0.3 -0.2
O 2.962 -3.754 1.810 0.3 -0.5 0.7
H -2.251 0.170 -2.427 0.1 -0.1 -0.1
H 2.909 -2.804 1.712 -0.2 0.0 -0.4
O -1.525 0.717 -2.064 -1.1 -0.2 -0.3
H -2.378 0.478 0.379 -0.5 -0.1 0.7
H 1.514 -1.992 0.058 0.4 -0.4 -0.1
O 1.343 4.105 0.553 -0.1 -0.2 -0.2
H -0.125 0.082 -1.509 0.6 -0.7 0.7
H -2.680 -3.920 0.639 0.0 0.3 0.0
O 0.777 -0.198 -1.235 -0.7 0.8 -1.1
H 1.157 0.155 -2.057 1.0 -0.1 0.4
H 0.853 3.501 1.116 0.0 0.1 0.3
O -2.581 3.040 -0.772 -0.1 -0.4 -0.1
H 3.386 -1.326 2.731 0.0 -0.1 0.5
H 0.039 3.601 -2.338 0.5 0.2 0.2
O 2.363 2.664 -3.500 -0.7 -0.3 0.0
H 2.258 2.431 -4.420 0.5 0.0 -0.6
H 3.570 0.063 2.314 0.1 0.4 0.3
O -3.744 0.477 2.478 0.1 0.3 0.0
H -3.364 1.361 2.405 -0.3 0.1 0.1
H -2.972 -0.035 2.736 -0.1 -0.3 0.1
O -3.645 -3.959 0.578 -0.2 -0.3 -0.1
H 1.189 3.729 -0.323 0.1 0.1 0.0
H -0.182 -2.980 0.172 0.1 0.7 0.0
O -0.948 -2.890 0.744 -0.7 -1.2 0.3
H 0.647 -0.412 1.665 0.1 0.3 -0.1
H -3.975 -3.137 0.947 0.1 0.0 0.1
O 0.210 2.745 -1.911 -1.2 0.5 -0.4
H 1.459 2.491 -3.176 0.6 0.1 0.3
H -0.717 2.462 -1.834 0.7 0.0 0.2
O 1.545 -0.657 1.428 0.2 -0.5 0.1
H 2.349 -2.179 -1.180 0.0 -0.2 -0.2
H 1.896 -0.059 0.761 -0.6 0.3 -0.1
```
Forces are in eV/Å.

Computed properties:
2S+1 = 2
Orbital gap (spin up / spin down) = 9.537 / 4.860 eV
Strongest force on any atom = 1.5 eV/Å
Relative energy (zero: lowest compared OMol25 entry of this formula, charge and spin) = 38.4 kJ/mol
LUMO level (spin up / spin down) = -1.24 / -5.91 eV
⟨S²⟩ = 0.75

[3]
Below is an isolated molecule of C30H39N3O6S, with properties calculated with the ωB97M-V functional and the def2-TZVPD basis.

XYZ file:
```
79
Properties=species:S:1:pos:R:3:forces:R:3
C 6.867 -0.571 -0.667 -0.2 0.1 -0.3
C 5.915 -0.588 -1.869 0.1 -0.1 0.1
N 4.932 0.479 -1.927 -0.1 0.0 0.0
C 5.486 1.814 -2.102 0.0 0.0 -0.2
C 6.216 1.971 -3.431 -0.1 0.0 0.3
C 3.954 0.424 -0.859 -0.2 0.1 -0.2
C 2.594 0.962 -1.341 0.3 0.1 0.0
N 1.524 0.575 -0.458 -0.1 -0.1 0.1
C 1.082 1.359 0.554 0.3 0.6 0.0
O 1.491 2.467 0.815 -0.1 0.0 0.1
C -0.020 0.577 1.267 -0.6 -0.2 0.5
O -0.662 0.949 2.223 0.5 0.3 -0.3
C -0.139 -0.682 0.542 0.0 -0.4 -0.1
C -1.080 -1.617 0.787 0.3 0.4 0.1
O -1.255 -2.735 0.071 -0.1 -0.1 0.1
C -2.026 -1.440 1.915 -0.2 -0.3 0.0
C -3.235 -0.789 1.695 0.1 -0.1 0.1
C -4.086 -0.546 2.758 -0.1 0.1 -0.1
C -3.724 -0.962 4.024 -0.4 0.1 0.5
S -4.777 -0.544 5.418 -0.1 0.2 0.2
O -6.098 -0.306 4.915 0.2 0.1 -0.3
O -4.578 -1.528 6.440 0.3 0.0 -0.1
N -4.224 0.893 6.017 -0.4 -0.9 -0.3
C -4.454 2.103 5.262 0.1 0.5 -0.5
C -3.182 2.549 4.529 -0.3 0.0 0.0
O -2.106 2.658 5.433 0.1 0.2 0.1
C -1.822 1.410 6.024 -0.1 -0.2 0.2
C -3.028 0.910 6.828 0.6 0.0 0.2
C -2.547 -1.648 4.247 0.1 -0.1 0.1
C -1.690 -1.888 3.187 -0.1 0.0 -0.1
C 0.875 -0.713 -0.578 -0.2 -0.3 0.0
C 0.213 -0.886 -1.928 0.2 -0.2 -0.1
C 0.474 -1.996 -2.721 0.0 0.2 0.2
C -0.163 -2.147 -3.941 -0.2 0.0 -0.1
C -1.069 -1.200 -4.398 0.2 -0.3 -0.1
C -1.757 -1.376 -5.727 -0.1 0.2 -0.1
C -1.392 -0.237 -6.681 0.0 -0.3 0.0
C -3.273 -1.468 -5.544 0.2 -0.2 -0.1
C -1.321 -0.089 -3.598 0.0 0.1 0.1
C -0.692 0.067 -2.379 0.0 -0.1 0.0
H 7.518 -1.441 -0.706 0.1 -0.1 0.0
H 7.488 0.320 -0.677 0.1 0.1 0.1
H 6.312 -0.597 0.267 0.0 0.0 0.1
H 5.362 -1.533 -1.873 0.1 0.0 -0.1
H 6.498 -0.551 -2.791 0.0 -0.1 0.0
H 4.644 2.509 -2.090 0.1 0.0 0.1
H 6.156 2.095 -1.274 -0.1 0.0 0.0
H 5.604 1.574 -4.237 0.0 0.0 -0.1
H 7.172 1.454 -3.429 0.1 0.0 -0.1
H 6.403 3.025 -3.620 0.1 0.1 -0.1
H 4.261 0.987 0.037 0.0 -0.1 0.0
H 3.824 -0.622 -0.572 0.0 0.0 0.1
H 2.602 2.053 -1.367 0.0 -0.1 -0.1
H 2.392 0.576 -2.344 0.0 0.0 0.1
H -0.674 -2.752 -0.706 -0.1 0.1 0.0
H -3.493 -0.460 0.700 0.0 0.0 -0.1
H -5.029 -0.040 2.624 -0.1 0.1 -0.1
H -4.756 2.889 5.965 0.0 -0.1 -0.1
H -5.273 1.906 4.573 0.0 0.2 0.0
H -2.922 1.839 3.730 0.0 0.1 0.0
H -3.317 3.543 4.099 -0.1 -0.1 -0.1
H -0.965 1.573 6.680 0.0 -0.1 0.0
H -1.551 0.685 5.241 0.0 0.1 0.1
H -2.877 -0.101 7.204 0.2 0.1 0.2
H -3.201 1.587 7.673 0.0 -0.1 0.0
H -2.319 -1.986 5.245 0.1 -0.1 0.1
H -0.757 -2.406 3.346 0.1 0.0 0.0
H 1.613 -1.518 -0.428 -0.1 0.0 -0.1
H 1.187 -2.740 -2.393 0.1 -0.1 0.1
H 0.053 -3.016 -4.546 0.0 -0.1 -0.1
H -1.409 -2.316 -6.169 0.0 0.1 0.1
H -1.745 0.718 -6.299 0.0 0.1 0.0
H -1.847 -0.405 -7.655 0.0 0.0 -0.1
H -0.313 -0.178 -6.809 0.1 0.1 0.0
H -3.525 -2.275 -4.859 -0.1 0.0 0.1
H -3.673 -0.540 -5.144 -0.1 0.1 0.1
H -3.754 -1.664 -6.500 -0.1 0.0 -0.1
H -2.017 0.666 -3.929 -0.1 0.1 -0.1
H -0.895 0.935 -1.768 0.0 0.1 0.1
```
Forces are in eV/Å.

Computed properties:
2S+1 = 1
Orbital gap = 8.397 eV
SMILES string = CCN(CC)CCN1C(=O)C(=O)/C(=C(/O)c2ccc(S(=O)(=O)N3CCOCC3)cc2)[C@H]1c1ccc(C(C)C)cc1
Strongest force on any atom = 1.1 eV/Å
Relative energy (zero: lowest compared OMol25 entry of this formula, charge and spin) = 0.0 kJ/mol
LUMO level = -0.24 eV

[4]
Below is a structure of composition C6H10O, with properties calculated with the ωB97M-V functional and the def2-TZVPD basis.

XYZ file:
```
17
Properties=species:S:1:pos:R:3:forces:R:3
O 1.681 -0.306 1.083 -0.1 0.0 0.3
C 1.305 -0.592 -0.243 -0.1 0.0 -0.3
C 0.004 -1.365 -0.451 0.0 0.0 0.0
C -1.173 -0.738 0.302 0.0 0.0 0.0
C -1.281 0.765 0.012 0.0 0.0 0.0
C 0.069 1.460 0.191 0.0 0.1 -0.4
C 1.209 0.884 -0.395 -0.2 0.2 0.1
H 0.724 0.738 1.143 0.3 -0.3 0.0
H 2.127 -1.051 -0.807 -0.1 0.1 0.1
H 0.150 -2.406 -0.139 0.0 0.2 0.0
H -0.206 -1.381 -1.532 0.0 0.0 0.1
H -1.021 -0.886 1.378 0.0 0.0 -0.1
H -2.108 -1.246 0.038 0.2 0.1 0.0
H -1.646 0.919 -1.015 0.1 0.0 0.2
H -2.021 1.226 0.675 0.2 -0.1 -0.1
H 0.067 2.535 0.363 0.0 -0.2 0.0
H 2.119 1.443 -0.603 -0.2 -0.1 0.1
```
Forces are in eV/Å.

Computed properties:
2S+1 = 1
Orbital gap = 8.865 eV
Strongest force on any atom = 0.4 eV/Å
Relative energy (zero: lowest compared OMol25 entry of this formula, charge and spin) = 296.1 kJ/mol
LUMO level = 0.46 eV

[5]
Below is an isolated molecule of C4H7NO, with properties calculated with the ωB97M-V functional and the def2-TZVPD basis.

XYZ file:
```
13
Properties=species:S:1:pos:R:3:forces:R:3
O 2.365 0.784 -0.721 -0.3 -0.1 0.1
C 1.261 0.449 -0.342 0.1 0.0 0.0
C 0.735 -0.975 -0.196 0.1 -0.1 0.0
C -0.701 -0.834 0.333 0.0 0.0 0.0
C -1.044 0.668 0.189 -0.1 0.0 0.0
N 0.255 1.294 0.037 0.2 0.1 -0.1
H 0.792 -1.467 -1.172 0.0 0.1 0.1
H 1.394 -1.524 0.480 -0.1 0.0 -0.1
H -1.413 -1.448 -0.222 0.1 0.1 0.1
H -0.759 -1.136 1.383 0.0 0.1 -0.1
H -1.675 0.854 -0.691 0.1 -0.1 0.1
H -1.572 1.055 1.066 0.1 -0.1 -0.1
H 0.361 2.280 -0.144 0.0 -0.1 0.0
```
Forces are in eV/Å.

Computed properties:
2S+1 = 1
Orbital gap = 10.469 eV
SMILES string = O=C1CCCN1
Strongest force on any atom = 0.3 eV/Å
Relative energy (zero: lowest compared OMol25 entry of this formula, charge and spin) = 0.9 kJ/mol
LUMO level = 0.93 eV

Question: Among the records above, which one has the highest relative energy (zero: lowest compared OMol25 entry of this formula, charge and spin)?
Answer: C6H10O

Question: relative energy (zero: lowest compared OMol25 entry of this formula, charge and spin) of number 2 (H27O14)?
Answer: 38.4 kJ/mol

What did the fourth record say?
Below is a structure of composition C6H10O, with properties calculated with the ωB97M-V functional and the def2-TZVPD basis.

XYZ file:
```
17
Properties=species:S:1:pos:R:3:forces:R:3
O 1.681 -0.306 1.083 -0.1 0.0 0.3
C 1.305 -0.592 -0.243 -0.1 0.0 -0.3
C 0.004 -1.365 -0.451 0.0 0.0 0.0
C -1.173 -0.738 0.302 0.0 0.0 0.0
C -1.281 0.765 0.012 0.0 0.0 0.0
C 0.069 1.460 0.191 0.0 0.1 -0.4
C 1.209 0.884 -0.395 -0.2 0.2 0.1
H 0.724 0.738 1.143 0.3 -0.3 0.0
H 2.127 -1.051 -0.807 -0.1 0.1 0.1
H 0.150 -2.406 -0.139 0.0 0.2 0.0
H -0.206 -1.381 -1.532 0.0 0.0 0.1
H -1.021 -0.886 1.378 0.0 0.0 -0.1
H -2.108 -1.246 0.038 0.2 0.1 0.0
H -1.646 0.919 -1.015 0.1 0.0 0.2
H -2.021 1.226 0.675 0.2 -0.1 -0.1
H 0.067 2.535 0.363 0.0 -0.2 0.0
H 2.119 1.443 -0.603 -0.2 -0.1 0.1
```
Forces are in eV/Å.

Computed properties:
2S+1 = 1
Orbital gap = 8.865 eV
Strongest force on any atom = 0.4 eV/Å
Relative energy (zero: lowest compared OMol25 entry of this formula, charge and spin) = 296.1 kJ/mol
LUMO level = 0.46 eV

Question: relative energy (zero: lowest compared OMol25 entry of this formula, charge and spin) of number 1 (C36H47AsBrHgN7O7)?
Answer: 87.0 kJ/mol